Formula: C4H13NOS
Source: the Open Molecules 2025 dataset
Level of theory: wB97M-V/def2-TZVPD

Atoms and positions in Å:
C  2.9832  -0.0552  -0.4615
N  1.5568  0.2779  -0.3219
C  0.5556  -0.0620  0.7933
C  0.0511  1.3211  1.3295
C  -0.5859  -1.1028  0.1962
S  -1.7467  -1.5362  1.5105
H  3.1567  -0.5659  -1.3936
H  3.2044  -0.7957  0.3618
H  3.7052  0.8434  -0.4353
H  1.3256  1.0636  -0.9662
H  0.9573  -0.6449  1.7062
H  -0.7417  1.1780  1.9035
H  -0.3840  1.7529  0.4019
H  0.7962  1.9717  1.7743
H  -0.1790  -1.9347  -0.3194
H  -1.2474  -0.4771  -0.3991
H  -2.9560  -0.9725  0.9644
O  -0.9187  2.0693  -3.5553
H  -0.5198  2.8153  -4.0907
H  -0.7426  1.2394  -4.1258

Cartesian forces, eV/Å:
C -0.23 -0.06 1.75
N -0.32 0.17 -0.11
C 1.28 -0.50 -0.40
C 1.70 -0.93 -4.35
C 0.02 3.79 1.49
S -1.80 0.11 -0.12
H 0.16 -0.26 -0.48
H 0.23 0.91 -0.80
H -1.11 -1.20 0.32
H -0.39 -1.00 1.34
H 0.34 0.87 -1.69
H -3.37 -0.52 3.10
H 0.42 0.49 0.52
H 0.21 -0.28 -0.12
H 0.47 -0.59 -0.36
H 0.48 -0.21 -0.84
H 1.87 -0.80 0.71
O 1.12 -0.76 -2.24
H -0.69 -1.34 0.89
H -0.41 2.09 1.38

Values from the calculation:
2S+1 ... 1
Energy ... -18729.6334 eV
E_LUMO ... 0.64 eV
HOMO ... -8.005 eV
SMILES string ... CN[C@@H](C)CS.O
F_max ... 4.8 eV/A
Gap between HOMO and LUMO ... 8.644 eV